{
  "formula": "C28H49N3O4",
  "method": "ωB97M-V/def2-TZVPD",
  "multiplicity": 3,
  "total_energy_ha": -1561.06823,
  "s_squared": 2.01,
  "lumo_energy_ev": [-1.96, -1.96],
  "elements": ["N", "C", "C", "C", "C", "C", "C", "C", "O", "C", "C", "C", "O", "H", "H", "H", "H", "H", "H", "H", "H", "H", "H", "H", "H", "H", "C", "C", "C", "C", "C", "C", "N", "O", "C", "C", "C", "H", "H", "H", "H", "H", "H", "H", "H", "H", "H", "H", "H", "H", "H", "H", "H", "H", "H", "C", "C", "C", "C", "C", "C", "N", "O", "C", "C", "C", "H", "H", "H", "H", "H", "H", "H", "H", "H", "H", "H", "H", "H", "H", "H", "H", "H", "H"],
  "xyz": [[-3.68385, -2.06097, -4.77327], [-2.63951, -1.02837, -5.18571], [-1.07940, -1.51829, -4.84446], [-0.61245, -0.64213, -3.53696], [0.80901, -1.11197, -2.86270], [0.77867, -0.54983, -1.28803], [0.34581, 0.88392, -1.08825], [0.35827, 1.44928, 0.45038], [0.64719, 2.71436, 0.76450], [0.05064, 0.40913, 1.69736], [0.49064, -1.02397, 1.46642], [1.18301, -1.46921, 0.01515], [1.97255, -2.54819, 0.00663], [-4.56612, -1.58769, -4.41824], [-3.28672, -2.51769, -3.91438], [-2.75466, -0.69138, -6.32343], [-2.89001, -0.05419, -4.54480], [-1.03376, -2.66439, -4.54274], [-0.45098, -1.30174, -5.82199], [-1.45465, -0.79832, -2.71154], [-0.50678, 0.48532, -3.85064], [1.69905, -0.54337, -3.38468], [0.97672, -2.27885, -2.90771], [0.00772, 1.60435, -1.94673], [-0.47106, 0.78933, 2.67343], [0.33335, -1.80867, 2.32028], [6.28386, 3.85736, 2.54748], [6.51018, 3.23379, 1.13686], [5.45163, 3.77227, 0.13222], [4.06276, 3.17458, 0.32296], [4.12415, 1.65079, 0.31702], [5.14497, 1.08427, 1.34312], [6.49266, 1.73628, 1.24763], [7.13507, 1.21338, 0.10966], [4.56381, 1.26413, 2.77600], [5.20524, -0.46800, 1.16840], [7.89816, 3.80075, 0.68881], [5.31423, 4.35846, 2.63052], [6.35272, 3.11373, 3.34778], [7.04598, 4.60403, 2.79875], [5.77450, 3.56033, -0.89622], [5.38283, 4.86526, 0.20694], [3.61273, 3.53789, 1.25223], [3.40537, 3.51464, -0.48663], [3.12134, 1.25332, 0.51481], [4.38869, 1.31717, -0.69562], [5.28212, 0.94011, 3.53479], [3.65688, 0.65747, 2.91157], [4.26493, 2.29034, 2.99895], [5.47859, -0.76077, 0.14579], [4.23276, -0.92576, 1.37027], [5.92900, -0.91249, 1.86049], [8.70347, 3.44147, 1.34019], [7.90149, 4.89740, 0.73159], [8.14898, 3.53895, -0.34541], [-3.62510, -3.25178, 1.45044], [-3.79073, -2.08144, 0.43417], [-3.54134, -0.71639, 1.13719], [-4.68462, -0.27259, 2.04191], [-6.00900, -0.28560, 1.28587], [-6.30330, -1.65314, 0.60829], [-5.14870, -2.16463, -0.20152], [-5.10998, -1.42289, -1.39709], [-6.68226, -2.68466, 1.71082], [-7.61824, -1.51397, -0.22553], [-2.62148, -2.29366, -0.58391], [-3.59863, -2.90219, 2.48738], [-4.42261, -3.99636, 1.36216], [-2.70066, -3.81725, 1.28577], [-3.38172, 0.06596, 0.38267], [-2.61629, -0.75941, 1.72657], [-4.74191, -0.91077, 2.92933], [-4.48608, 0.74181, 2.40906], [-6.81678, -0.01929, 1.97819], [-5.98465, 0.50895, 0.52770], [-6.83085, -3.68038, 1.28282], [-7.62295, -2.40352, 2.20580], [-5.94232, -2.75907, 2.51026], [-7.55195, -0.71458, -0.97570], [-8.46780, -1.26433, 0.41631], [-7.85750, -2.45151, -0.73949], [-2.74302, -3.23105, -1.13927], [-1.65673, -2.33979, -0.06273], [-2.53462, -1.47410, -1.30630]],
  "lowdin_charge": [-0.06, -0.29, -0.18, -0.24, -0.14, -0.07, 0.06, -0.25, -0.05, 0.01, 0.01, -0.20, -0.03, 0.07, 0.05, 0.11, 0.11, 0.12, 0.11, 0.10, 0.12, 0.13, 0.13, 0.13, 0.12, 0.12, -0.04, -0.46, -0.14, -0.19, -0.13, -0.47, -0.03, -0.03, -0.04, -0.04, -0.05, 0.08, 0.07, 0.08, 0.12, 0.12, 0.10, 0.11, 0.09, 0.13, 0.09, 0.08, 0.06, 0.08, 0.07, 0.09, 0.09, 0.08, 0.07, -0.03, -0.45, -0.14, -0.19, -0.14, -0.48, -0.02, -0.04, -0.05, -0.05, -0.04, 0.08, 0.08, 0.08, 0.12, 0.10, 0.10, 0.12, 0.12, 0.12, 0.09, 0.09, 0.06, 0.08, 0.08, 0.09, 0.10, 0.07, 0.04]
}



{
  "formula": "C23H23BrN2O4S",
  "method": "ωB97M-V/def2-TZVPD",
  "total_energy_ha": -4272.93854,
  "relative_energy_kj_mol": 0.0,
  "smiles": "COC(=O)CN[C@@H](c1ccccc1)c1cc(Br)ccc1NS(=O)(=O)c1ccc(C)cc1",
  "lumo_energy_ev": 0.53,
  "elements": ["C", "O", "C", "O", "C", "N", "C", "C", "C", "C", "C", "C", "C", "C", "C", "C", "Br", "C", "C", "C", "N", "S", "O", "O", "C", "C", "C", "C", "C", "C", "C", "H", "H", "H", "H", "H", "H", "H", "H", "H", "H", "H", "H", "H", "H", "H", "H", "H", "H", "H", "H", "H", "H", "H"],
  "xyz": [[-2.47948, -2.11016, -2.99011], [-2.36718, -2.62623, -1.66666], [-3.29824, -2.28956, -0.77251], [-4.25160, -1.59156, -0.99961], [-2.99123, -2.94147, 0.57614], [-1.63719, -2.72482, 1.04799], [-1.40473, -1.39074, 1.59342], [0.03800, -1.21353, 2.02178], [0.88136, -2.30296, 2.20652], [2.19618, -2.11126, 2.59556], [2.68038, -0.83344, 2.81494], [1.84029, 0.25566, 2.65216], [0.52901, 0.06757, 2.25739], [-1.83233, -0.28461, 0.64541], [-2.94465, 0.48750, 0.93969], [-3.39937, 1.42964, 0.03665], [-4.91870, 2.47972, 0.47245], [-2.76494, 1.61231, -1.17828], [-1.64727, 0.85775, -1.47538], [-1.16202, -0.08331, -0.57141], [-0.05689, -0.85857, -0.89352], [1.10349, -0.54606, -2.05871], [0.45389, -0.26177, -3.30342], [1.98098, -1.67217, -1.97316], [1.92392, 0.89979, -1.42020], [2.89495, 0.70977, -0.45789], [3.51223, 1.81156, 0.10726], [3.15389, 3.09904, -0.27749], [3.81365, 4.29772, 0.32869], [2.17426, 3.26300, -1.25420], [1.55845, 2.16680, -1.82985], [-3.29903, -1.39111, -3.03560], [-2.67515, -2.94361, -3.66521], [-1.53435, -1.63239, -3.24884], [-3.13208, -4.02098, 0.45734], [-3.70533, -2.57303, 1.31524], [-1.00042, -2.92097, 0.28038], [-2.03150, -1.32391, 2.49538], [0.49797, -3.29962, 2.05471], [2.84220, -2.96552, 2.73155], [3.70560, -0.68704, 3.12036], [2.20396, 1.25585, 2.83446], [-0.12195, 0.92091, 2.13121], [-3.46691, 0.34175, 1.87382], [-3.14197, 2.33082, -1.88919], [-1.15892, 0.96458, -2.42881], [0.34307, -1.39203, -0.13508], [3.16363, -0.29635, -0.17829], [4.27961, 1.66927, 0.85324], [4.40559, 4.81863, -0.42285], [4.46918, 4.01270, 1.14687], [3.06644, 4.99561, 0.70199], [1.89704, 4.25915, -1.56549], [0.81418, 2.28166, -2.60086]],
  "lowdin_charge": [-0.02, -0.05, -0.50, 0.11, -0.09, -0.01, -0.25, -0.19, -0.03, -0.07, -0.09, -0.09, -0.02, -0.15, -0.08, -0.68, 0.74, -0.10, -0.02, -0.23, -0.02, 0.67, -0.28, -0.27, -0.27, -0.06, -0.04, -0.26, -0.04, -0.02, -0.05, 0.09, 0.10, 0.07, 0.13, 0.13, 0.11, 0.16, 0.11, 0.11, 0.10, 0.10, 0.12, 0.12, 0.11, 0.09, 0.09, 0.11, 0.12, 0.09, 0.08, 0.08, 0.12, 0.11]
}



{
  "formula": "C11H13OP",
  "method": "ωB97M-V/def2-TZVPD",
  "total_energy_ha": -843.37792,
  "relative_energy_kj_mol": 371.3,
  "lumo_energy_ev": -0.61,
  "elements": ["C", "C", "C", "C", "C", "C", "C", "C", "C", "C", "C", "O", "P", "H", "H", "H", "H", "H", "H", "H", "H", "H", "H", "H", "H", "H"],
  "xyz": [[2.13378, 1.84161, 0.22855], [0.75368, 2.25900, 0.21178], [2.66636, 0.58843, 0.30595], [-0.29185, 1.41454, 0.41098], [1.88791, -0.70590, 0.39783], [0.55905, -0.71507, 0.52354], [-2.15686, 0.05421, 0.50256], [-1.65491, 1.29690, 0.42198], [2.55691, -2.00720, 0.45974], [-2.68736, 2.43093, 0.34214], [-1.35470, -2.26123, -1.08733], [-1.52592, -2.30257, 1.63369], [-1.02203, -1.44722, 0.53677], [2.82668, 2.60248, 0.24942], [0.72084, 3.33669, 0.04414], [3.74263, 0.32488, 0.38162], [-3.15611, -0.15192, 0.62715], [3.56258, -1.99772, 0.84090], [1.99466, -2.64719, 1.13546], [2.51231, -2.30643, -0.58540], [-2.18396, 3.38700, 0.39036], [-3.19039, 2.20556, 1.24464], [-3.18015, 2.18180, -0.53652], [-0.61818, -3.23457, -1.07798], [-2.34795, -2.69023, -1.25697], [-1.06063, -1.65000, -1.92114]],
  "lowdin_charge": [-0.10, -0.07, -0.02, 0.03, -0.33, -0.03, -0.08, -0.36, -0.06, -0.01, -0.18, -0.37, 0.58, 0.07, 0.11, 0.11, 0.07, 0.08, 0.09, 0.10, 0.08, 0.07, 0.06, 0.10, 0.04, 0.02]
}



{
  "formula": "C6H11N2O",
  "method": "ωB97M-V/def2-TZVPD",
  "multiplicity": 3,
  "total_energy_ha": -419.55127,
  "s_squared": 2.01,
  "relative_energy_kj_mol": 119.0,
  "lumo_energy_ev": [-3.24, -5.97],
  "charge": 1,
  "elements": ["C", "C", "C", "C", "C", "C", "N", "N", "O", "H", "H", "H", "H", "H", "H", "H", "H", "H", "H", "H"],
  "xyz": [[-0.11527, -0.41590, -0.29187], [-1.27614, 0.32754, -0.94270], [-0.08197, -1.67994, -1.25387], [-1.78559, -0.33490, -1.92253], [1.11246, 0.32004, -0.10753], [-1.17688, -1.63084, -2.11751], [-1.74907, -2.42329, -3.13547], [0.08171, 1.54472, 3.11808], [1.37495, 1.04996, 0.86863], [-0.64352, -0.70908, 0.67115], [-1.51165, 1.34535, -0.53866], [0.56755, -2.52591, -1.15579], [-2.74116, -0.05930, -2.39917], [1.99322, 0.10006, -0.72494], [-1.24477, -3.06244, -3.67325], [-2.59562, -2.03775, -3.67568], [0.75583, 1.03243, 3.67066], [-0.85446, 1.14810, 3.31390], [-0.03750, 2.56002, 3.29770], [0.60924, 1.54669, 2.04289]],
  "lowdin_charge": [-0.28, -0.02, 0.15, -0.07, -0.29, -0.21, 0.18, 0.20, -0.10, 0.15, 0.15, 0.12, 0.13, 0.12, 0.09, 0.16, 0.12, 0.13, 0.14, 0.13]
}